The following is a quantum chemistry calculation of a molecular structure, C33H26IrN8OP at a distorted geometry, from OMol25.

For the energy, the calculation gives -2231.7466 Eh. The calculation puts the energy above the lowest of the compared OMol25 structures with the same formula, charge and spin at 0.841 eV. As for the charge: +2. For the HOMO energy (spin up / spin down), the calculation gives -13.98 / -13.98 eV. As for the multiplicity: 1.

Each line ends with the Löwdin charge.
Geometry (Å):
Ir (-0.23633, -1.38764, -0.25031)  1.165
O (-2.40483, -2.50383, -0.74827)  0.051
C (-2.23732, -1.37440, -0.33918)  -0.505
C (-3.08274, -0.25438, 0.06783)  -0.226
C (-4.46786, -0.32925, 0.18009)  0.021
C (-5.15888, 0.75755, 0.69309)  -0.021
C (-4.46773, 1.89620, 1.09584)  -0.017
C (-3.08335, 1.96869, 0.98025)  -0.049
C (-2.38735, 0.89255, 0.45202)  -0.291
P (-0.57239, 0.84533, 0.24456)  1.016
C (-0.17413, 1.94449, -1.13096)  -0.379
C (-1.13261, 2.74172, -1.75193)  -0.074
C (-0.77956, 3.52298, -2.84474)  -0.046
C (0.52329, 3.50778, -3.32114)  -0.042
C (1.48948, 2.73763, -2.68325)  -0.048
C (1.14311, 1.95617, -1.59301)  -0.115
C (0.09038, 1.60298, 1.73174)  -0.345
C (-0.17367, 0.96673, 2.94824)  -0.090
C (0.21534, 1.55947, 4.13517)  -0.052
C (0.87455, 2.78450, 4.11264)  -0.043
C (1.14940, 3.40969, 2.90627)  -0.046
C (0.76073, 2.82243, 1.70924)  -0.062
H (-4.98067, -1.23599, -0.11496)  0.137
H (-6.23437, 0.71450, 0.79666)  0.125
H (-5.01380, 2.73213, 1.51253)  0.125
H (-2.55211, 2.85509, 1.30645)  0.127
H (-2.15132, 2.76185, -1.38728)  0.107
H (-1.52397, 4.14716, -3.32089)  0.121
H (0.79200, 4.10387, -4.18298)  0.121
H (2.51440, 2.75789, -3.03020)  0.118
H (1.90095, 1.37235, -1.08358)  0.095
H (-0.68944, 0.01176, 2.96035)  0.094
H (0.00433, 1.07442, 5.07868)  0.116
H (1.17334, 3.25186, 5.04126)  0.120
H (1.66131, 4.36220, 2.89231)  0.119
H (0.97255, 3.32027, 0.77204)  0.107
N (3.01655, -0.94423, -1.60389)  0.187
C (3.06592, -1.50784, -0.38961)  -0.420
N (4.26564, -1.77347, 0.09640)  0.193
C (4.30223, -2.27285, 1.33263)  -0.406
N (5.48394, -2.53454, 1.87455)  0.212
N (3.20018, -2.52132, 2.08322)  0.198
C (2.06613, -2.25712, 1.50030)  -0.284
N (1.89549, -1.75255, 0.26694)  0.028
C (0.82697, -2.53768, 2.26071)  -0.186
C (0.87928, -3.08617, 3.52651)  0.034
C (-0.30367, -3.43052, 4.16038)  0.004
C (-1.50056, -3.22695, 3.49644)  0.001
C (-1.48208, -2.64703, 2.24198)  -0.080
N (-0.34110, -2.29260, 1.63526)  -0.043
H (3.88834, -0.74694, -2.06622)  0.133
H (2.14926, -0.63139, -1.99660)  0.046
H (6.32180, -2.38642, 1.33799)  0.129
H (5.53907, -2.93449, 2.79514)  0.127
H (1.84691, -3.24783, 3.97767)  0.126
H (-0.28968, -3.86320, 5.15149)  0.131
H (-2.44573, -3.51049, 3.93642)  0.129
H (-2.40080, -2.47057, 1.70685)  0.110
N (0.22257, -0.00643, -7.56743)  0.221
C (0.10017, -0.29745, -6.46434)  -0.140
C (-0.05942, -0.63375, -5.07590)  -0.175
C (0.73243, -1.61132, -4.48375)  0.035
C (0.58570, -1.84937, -3.13391)  -0.113
N (-0.29432, -1.18297, -2.36933)  -0.087
C (-1.10611, -0.29493, -2.96486)  -0.096
C (-1.01572, 0.01575, -4.30438)  0.043
H (1.44963, -2.17480, -5.06290)  0.141
H (1.17691, -2.60836, -2.64042)  0.122
H (-1.86325, 0.16806, -2.35368)  0.105
H (-1.67340, 0.75495, -4.73822)  0.142


The following is a quantum chemistry calculation of a molecular structure, C33H26N4OPdSSi, from OMol25.

For the energy, the calculation gives -2382.6985 Eh. The calculation puts the energy above the lowest of the compared OMol25 structures with the same formula, charge and spin at 1.147 eV. As for the charge: +1. For the HOMO energy (spin up / spin down), the calculation gives -11.05 / -10.93 eV. As for the multiplicity: 2.

Each line ends with the Löwdin charge.
Geometry (Å):
Pd (0.13162, -0.81223, 0.73492)  0.629
O (-0.04729, -2.85029, 1.43118)  -0.248
N (-1.05385, -3.03196, 2.28589)  -0.205
C (-1.54288, -4.28418, 2.39109)  -0.003
C (-2.53601, -4.57948, 3.28558)  -0.035
C (-3.03970, -3.56311, 4.09082)  -0.045
C (-2.53418, -2.29214, 3.95799)  -0.078
C (-1.52391, -2.01702, 3.03272)  -0.631
S (-0.88072, -0.41193, 2.84221)  0.682
H (-1.08125, -4.99531, 1.72332)  0.144
H (-2.90897, -5.59104, 3.34819)  0.118
H (-3.82417, -3.76476, 4.80730)  0.120
H (-2.90660, -1.47171, 4.55568)  0.113
C (3.00380, -1.09241, -3.98295)  -0.053
C (2.14093, -0.05632, -3.64197)  -0.074
C (1.93236, 0.25376, -2.30826)  -0.126
C (2.59371, -0.46687, -1.30288)  -0.279
C (3.44099, -1.52454, -1.65937)  -0.066
C (3.65336, -1.82439, -2.99554)  -0.058
Si (2.31804, -0.05348, 0.45472)  0.709
C (3.41524, -0.93807, 1.64129)  -0.279
C (4.75711, -0.54636, 1.67900)  -0.090
C (5.64889, -1.19351, 2.52065)  -0.070
C (5.20743, -2.22378, 3.34042)  -0.068
C (3.87695, -2.61574, 3.31428)  -0.067
C (2.98042, -1.97915, 2.46601)  -0.088
C (2.26014, 1.75949, 0.75426)  -0.276
C (1.54585, 2.28641, 1.83737)  -0.099
C (1.54593, 3.65095, 2.07985)  -0.066
C (2.26418, 4.50126, 1.24854)  -0.063
C (2.97189, 3.99233, 0.16796)  -0.066
C (2.96324, 2.62839, -0.08813)  -0.089
H (3.17162, -1.33056, -5.02547)  0.113
H (1.63391, 0.50630, -4.41539)  0.112
H (1.27172, 1.07237, -2.04325)  0.106
H (3.94388, -2.09881, -0.88975)  0.109
H (4.32017, -2.63177, -3.26791)  0.113
H (5.10968, 0.27092, 1.05732)  0.110
H (6.68714, -0.88876, 2.53977)  0.110
H (5.90385, -2.71778, 4.00555)  0.110
H (3.53640, -3.42040, 3.95293)  0.109
H (1.94749, -2.30132, 2.44496)  0.065
H (1.00295, 1.62677, 2.50438)  0.050
H (0.99322, 4.05138, 2.91966)  0.111
H (2.27654, 5.56523, 1.44657)  0.111
H (3.52845, 4.65745, -0.47946)  0.110
H (3.51176, 2.24172, -0.93943)  0.105
N (-8.42549, 4.47945, -3.31428)  0.177
C (-7.49807, 3.83829, -3.10109)  -0.168
C (-6.33285, 3.03169, -2.83288)  -0.221
C (-5.85779, 2.89824, -1.53620)  -0.005
C (-4.73790, 2.12850, -1.27858)  0.002
C (-4.08421, 1.48241, -2.31454)  -0.163
C (-4.55419, 1.61424, -3.60855)  0.004
C (-5.67525, 2.38448, -3.86698)  -0.003
N (-2.93010, 0.67579, -2.05008)  0.005
C (-2.17708, -0.02318, -2.97645)  -0.022
C (-1.20199, -0.65148, -2.27969)  -0.121
N (-1.34254, -0.35999, -0.93681)  -0.018
C (-2.37668, 0.43897, -0.84164)  -0.130
H (-6.37005, 3.40204, -0.72814)  0.130
H (-4.38555, 2.04428, -0.26056)  0.108
H (-4.05783, 1.11939, -4.43040)  0.108
H (-6.04535, 2.48498, -4.87798)  0.130
H (-2.38718, -0.02135, -4.02905)  0.118
H (-0.42790, -1.30341, -2.64589)  0.109
H (-2.74332, 0.84113, 0.08714)  0.125


The following is a quantum chemistry calculation of a molecular structure, C33H26N5O3SSiTl, from OMol25.

For the energy, the calculation gives -2632.9329 Eh. The calculation puts the energy above the lowest of the compared OMol25 structures with the same formula, charge and spin at 0.510 eV. As for the charge: -2. For the HOMO energy, the calculation gives -1.74 eV. As for the multiplicity: 1.

Each line ends with the Löwdin charge.
Geometry (Å):
Tl (0.63189, -0.35483, -0.21146)  0.440
N (7.47770, 1.40149, -0.45811)  0.027
C (6.51798, 0.90767, -0.01774)  -0.468
N (5.52440, 0.29475, 0.56402)  0.035
C (4.27125, 0.21751, 0.28047)  -0.401
N (3.12530, 0.05963, 0.11948)  -0.016
N (-1.38701, -1.22628, 7.11618)  0.156
C (-0.63777, -0.18422, 6.64473)  -0.492
O (-0.20278, 0.66790, 7.39092)  0.054
C (-0.35716, -0.17334, 5.16575)  -0.136
C (0.34956, 0.89439, 4.64225)  0.017
C (0.59932, 0.92814, 3.27826)  -0.101
N (0.20035, -0.03153, 2.44652)  -0.001
C (-0.48197, -1.05374, 2.94882)  -0.172
C (-0.78116, -1.16648, 4.29704)  -0.007
H (-1.69610, -1.13165, 8.06817)  0.102
H (-1.97384, -1.75312, 6.49516)  0.081
H (0.67531, 1.69676, 5.29056)  0.120
H (1.12354, 1.76643, 2.83286)  0.096
H (-0.82991, -1.79442, 2.23622)  0.060
H (-1.33982, -2.03362, 4.62656)  0.103
O (-9.53010, -1.61538, -1.16939)  0.072
C (-8.95976, -1.48920, 0.06980)  -0.503
O (-9.69396, -1.55450, 1.02448)  0.067
C (-7.50418, -1.28402, 0.11710)  -0.184
C (-6.89174, -1.12067, 1.36734)  -0.046
C (-5.53268, -0.93750, 1.48714)  -0.131
C (-4.66479, -0.92650, 0.35796)  -0.767
S (-2.96212, -0.77600, 0.50277)  0.476
C (-5.30773, -1.06581, -0.89978)  -0.134
C (-6.66944, -1.23946, -1.00842)  -0.063
H (-8.83762, -1.53586, -1.83533)  0.066
H (-7.52699, -1.14501, 2.24505)  0.109
H (-5.08169, -0.80610, 2.46345)  0.083
H (-4.69027, -1.03702, -1.78883)  0.089
H (-7.07122, -1.34242, -2.01466)  0.096
C (-1.70051, 4.44953, -4.05875)  -0.125
C (-2.09452, 4.85666, -2.79045)  -0.107
C (-1.48562, 4.31970, -1.65972)  -0.093
C (-0.46938, 3.36315, -1.75885)  -0.308
C (-0.09878, 2.96300, -3.04969)  -0.121
C (-0.69529, 3.49789, -4.18560)  -0.111
Si (0.40178, 2.56194, -0.25135)  0.600
C (-0.63216, 3.22257, 1.22220)  -0.326
C (-0.22024, 4.25302, 2.07701)  -0.109
C (-0.99475, 4.64888, 3.16538)  -0.112
C (-2.20868, 4.02316, 3.42369)  -0.119
C (-2.63878, 2.99615, 2.58880)  -0.092
C (-1.85737, 2.60058, 1.50948)  -0.130
C (1.99345, 3.62772, -0.11863)  -0.297
C (2.25132, 4.73630, -0.93493)  -0.100
C (3.41758, 5.48549, -0.80456)  -0.110
C (4.36914, 5.13974, 0.14576)  -0.115
C (4.14311, 4.03971, 0.96553)  -0.096
C (2.97209, 3.30303, 0.83058)  -0.134
H (-2.17554, 4.86515, -4.94046)  0.085
H (-2.88239, 5.59405, -2.68052)  0.089
H (-1.80845, 4.65210, -0.67786)  0.095
H (0.67973, 2.21245, -3.16562)  0.096
H (-0.38484, 3.16436, -5.16984)  0.089
H (0.72701, 4.75216, 1.89451)  0.092
H (-0.64828, 5.44731, 3.81352)  0.087
H (-2.81230, 4.32942, 4.27085)  0.086
H (-3.57692, 2.48785, 2.78447)  0.097
H (-2.19770, 1.76803, 0.89465)  0.029
H (1.52859, 5.01590, -1.69499)  0.089
H (3.58640, 6.33910, -1.45314)  0.088
H (5.28446, 5.71156, 0.24032)  0.088
H (4.89323, 3.73570, 1.68680)  0.097
H (2.83094, 2.43119, 1.46127)  0.073